{"formula": "C30H85FeN5O14P", "method": "ωB97M-V/def2-TZVPD", "elements": ["Fe", "P", "O", "O", "O", "O", "C", "C", "O", "H", "H", "H", "H", "H", "H", "C", "C", "O", "H", "H", "H", "H", "H", "H", "C", "C", "O", "H", "H", "H", "H", "H", "H", "C", "C", "O", "H", "H", "H", "H", "H", "H", "C", "C", "O", "H", "H", "H", "H", "H", "H", "C", "C", "C", "O", "C", "N", "H", "H", "H", "H", "H", "H", "H", "H", "H", "H", "H", "C", "C", "C", "O", "C", "N", "H", "H", "H", "H", "H", "H", "H", "H", "H", "H", "H", "C", "C", "C", "O", "C", "N", "H", "H", "H", "H", "H", "H", "H", "H", "H", "H", "H", "C", "C", "C", "O", "C", "N", "H", "H", "H", "H", "H", "H", "H", "H", "H", "H", "H", "C", "C", "C", "O", "C", "N", "H", "H", "H", "H", "H", "H", "H", "H", "H", "H", "H"], "coordinates": [[0.94, -0.18, -1.34], [0.68, -1.41, 0.65], [2.07, -1.25, -0.07], [-0.07, -1.72, -0.70], [0.30, 0.09, 0.41], [0.43, -2.20, 1.90], [-1.65, -5.27, 1.67], [-2.76, -4.32, 2.16], [-2.17, -3.31, 2.95], [-0.95, -5.43, 2.49], [-1.02, -4.70, 0.98], [-1.91, -6.19, 1.16], [-3.55, -4.84, 2.71], [-3.22, -3.80, 1.31], [-1.34, -3.01, 2.56], [-0.33, -0.78, 6.60], [-0.43, -1.22, 5.15], [0.84, -1.02, 4.54], [-1.33, -0.94, 7.00], [0.05, 0.23, 6.68], [0.34, -1.49, 7.09], [-1.25, -0.65, 4.68], [-0.65, -2.28, 5.03], [0.76, -1.39, 3.65], [-4.25, -3.75, -1.79], [-2.85, -3.15, -1.79], [-2.71, -2.10, -0.88], [-4.68, -3.69, -0.79], [-4.28, -4.78, -2.12], [-5.06, -3.17, -2.26], [-2.42, -2.86, -2.76], [-2.22, -4.00, -1.49], [-1.76, -1.97, -0.69], [1.58, -4.83, 4.21], [2.54, -4.50, 3.07], [1.77, -4.51, 1.85], [1.32, -5.88, 4.15], [0.72, -4.17, 4.17], [2.08, -4.63, 5.17], [3.39, -5.18, 3.00], [3.04, -3.54, 3.23], [1.35, -3.62, 1.87], [5.75, 0.52, 2.43], [4.95, -0.66, 1.99], [4.48, -0.60, 0.66], [5.20, 1.47, 2.49], [6.61, 0.85, 1.83], [6.10, 0.40, 3.46], [4.15, -0.95, 2.67], [5.63, -1.52, 2.09], [3.52, -0.85, 0.62], [2.81, 2.17, 0.55], [2.00, 2.66, -0.66], [2.46, 3.97, -1.29], [1.74, 4.17, -2.50], [1.99, 5.46, -3.04], [2.04, 1.57, -1.69], [3.87, 2.22, 0.31], [2.61, 1.12, 0.73], [2.60, 2.66, 1.51], [0.98, 2.66, -0.28], [3.55, 4.03, -1.40], [2.14, 4.75, -0.59], [3.02, 5.59, -3.37], [1.66, 6.24, -2.35], [1.40, 5.59, -3.95], [3.04, 1.45, -1.88], [1.72, 2.03, -2.54], [-4.73, 0.08, 1.06], [-4.48, 0.72, -0.31], [-5.12, 2.12, -0.46], [-6.53, 1.98, -0.50], [-7.16, 3.20, -0.78], [-3.05, 0.75, -0.65], [-4.33, 0.64, 1.91], [-4.55, -0.98, 1.27], [-5.79, 0.23, 1.30], [-4.97, 0.13, -1.09], [-4.63, 2.58, -1.32], [-4.88, 2.65, 0.47], [-6.95, 3.60, -1.78], [-6.84, 3.99, -0.09], [-8.24, 3.13, -0.60], [-2.83, -0.26, -0.60], [-2.50, 1.17, 0.13], [-2.62, 1.38, -3.65], [-1.13, 0.98, -3.66], [-0.31, 2.07, -4.38], [1.03, 1.68, -4.59], [1.81, 2.43, -5.49], [-0.68, 0.87, -2.22], [-2.93, 2.26, -3.09], [-3.24, 0.54, -3.32], [-2.89, 1.63, -4.68], [-1.01, 0.05, -4.22], [-0.22, 3.02, -3.84], [-0.76, 2.33, -5.35], [1.82, 3.46, -5.12], [1.36, 2.35, -6.48], [2.85, 2.14, -5.52], [-1.59, 0.55, -1.85], [-0.78, 1.84, -1.91], [2.18, -3.15, -2.63], [2.63, -1.77, -3.00], [3.56, -1.84, -4.23], [4.08, -0.55, -4.52], [4.45, -0.44, -5.87], [1.43, -0.90, -3.25], [1.55, -3.17, -1.75], [2.99, -3.83, -2.34], [1.57, -3.64, -3.40], [3.31, -1.30, -2.28], [3.04, -2.27, -5.09], [4.37, -2.56, -4.08], [3.54, -0.61, -6.46], [5.10, -1.25, -6.22], [4.84, 0.55, -6.10], [1.57, -0.35, -4.10], [0.75, -1.50, -3.74], [-2.41, 3.40, 3.05], [-1.20, 2.68, 2.49], [-0.33, 2.17, 3.66], [0.46, 3.19, 4.22], [1.29, 2.76, 5.26], [-1.55, 1.66, 1.52], [-3.02, 3.84, 2.25], [-2.13, 4.29, 3.61], [-3.13, 2.80, 3.61], [-0.61, 3.49, 2.04], [0.33, 1.45, 3.18], [-0.99, 1.75, 4.43], [1.99, 1.94, 5.05], [0.75, 2.48, 6.17], [1.88, 3.65, 5.50], [-2.08, 0.93, 1.99], [-0.68, 1.20, 1.22]], "mulliken_spin": [4.314, -0.044, 0.148, 0.178, 0.168, -0.005, -0.001, 0.000, 0.000, 0.000, 0.000, 0.000, 0.000, 0.000, -0.001, 0.000, 0.000, 0.000, 0.000, 0.000, 0.000, 0.000, 0.000, -0.001, 0.000, -0.001, 0.002, 0.000, 0.000, 0.000, 0.000, 0.001, -0.010, 0.000, 0.000, 0.000, 0.000, 0.000, 0.000, 0.000, 0.000, 0.001, 0.000, -0.002, 0.000, 0.000, 0.000, 0.000, 0.000, 0.000, -0.003, 0.002, 0.001, 0.005, 0.000, 0.000, 0.056, 0.000, 0.006, 0.001, 0.002, 0.000, 0.000, 0.000, 0.000, 0.000, 0.009, -0.009, 0.000, 0.000, 0.000, 0.000, 0.000, 0.001, 0.000, 0.000, 0.000, 0.000, 0.000, 0.000, 0.000, 0.000, 0.000, 0.002, 0.006, 0.005, -0.011, 0.009, 0.006, 0.000, 0.108, 0.000, 0.000, -0.001, 0.000, -0.001, 0.001, 0.000, 0.000, 0.000, -0.008, 0.010, 0.004, 0.005, 0.003, 0.000, 0.000, 0.069, 0.002, 0.000, 0.000, -0.002, 0.002, 0.000, 0.000, 0.000, 0.000, -0.012, 0.007, 0.001, 0.000, -0.001, 0.000, 0.000, -0.003, 0.000, 0.000, 0.000, 0.000, 0.000, 0.000, 0.000, 0.000, 0.000, -0.003, -0.018], "s2": 8.756, "charge": 0, "multiplicity": 6, "lumo_ev": [0.004, -0.867], "de_lowest_kj_mol": 164.5}

{"formula": "C20H30NOsP", "method": "ωB97M-V/def2-TZVPD", "elements": ["C", "C", "C", "C", "C", "C", "C", "C", "N", "Os", "C", "P", "H", "H", "H", "H", "H", "H", "H", "H", "C", "C", "H", "C", "C", "H", "H", "H", "H", "H", "H", "H", "H", "H", "H", "H", "H", "H", "H", "C", "C", "C", "C", "C", "C", "C", "H", "H", "H", "H", "H", "H", "H"], "coordinates": [[2.78, 1.07, -3.61], [1.68, 1.82, -3.21], [0.95, 1.49, -2.05], [1.32, 0.30, -1.36], [2.29, -0.55, -1.92], [3.11, -0.11, -2.96], [-0.07, 2.50, -1.64], [-1.43, 2.58, -2.44], [-2.26, 1.44, -2.65], [1.12, -0.22, 0.64], [2.57, -1.88, -1.28], [1.10, -2.28, -0.18], [1.39, 2.69, -3.80], [3.97, -0.71, -3.26], [3.41, 1.43, -4.43], [3.49, -1.84, -0.66], [2.70, -2.69, -2.01], [-0.30, 2.46, -0.57], [0.37, 3.51, -1.78], [-2.06, 3.31, -1.89], [1.33, -3.86, 0.67], [-0.19, -2.55, -1.44], [-1.18, 2.97, -3.45], [-2.04, 0.58, -3.77], [-3.22, 1.03, -1.66], [0.05, -1.10, 1.60], [-2.77, 0.77, -4.58], [-1.02, 0.74, -4.17], [-2.14, -0.48, -3.47], [-4.15, 0.68, -2.16], [-2.83, 0.19, -1.05], [-3.46, 1.87, -1.00], [0.01, -3.47, -2.00], [-1.16, -2.60, -0.95], [-0.20, -1.71, -2.15], [1.96, -4.56, 0.11], [1.80, -3.67, 1.64], [0.34, -4.30, 0.85], [-0.44, -0.76, 0.95], [0.20, 1.45, 1.30], [-0.10, 1.41, 2.76], [-1.39, 1.76, 3.19], [-1.75, 1.53, 4.51], [-0.80, 1.04, 5.42], [0.51, 0.77, 5.00], [0.86, 0.95, 3.65], [-0.74, 1.49, 0.73], [0.95, 2.22, 1.05], [-2.10, 2.14, 2.45], [-2.78, 1.71, 4.82], [-1.09, 0.87, 6.46], [1.25, 0.39, 5.70], [1.84, 0.67, 3.24]], "mulliken_spin": [0.016, 0.021, 0.134, 0.076, -0.114, 0.004, 0.113, -0.010, 0.720, 2.337, 0.100, 0.018, 0.003, 0.002, 0.001, 0.021, 0.016, -0.017, -0.010, 0.016, -0.008, 0.008, 0.021, -0.013, -0.022, 0.071, 0.047, 0.016, 0.028, 0.025, 0.053, 0.003, 0.001, -0.001, 0.000, 0.005, 0.007, -0.001, 0.039, 0.120, -0.021, 0.051, -0.010, 0.032, -0.014, 0.076, 0.015, 0.022, 0.000, 0.000, 0.001, -0.001, 0.003], "s2": 6.020, "charge": 2, "multiplicity": 5, "lumo_ev": [-6.635, -9.118], "de_lowest_kj_mol": 180.1}

{"formula": "H30O15", "method": "ωB97M-V/def2-TZVPD", "elements": ["O", "H", "H", "O", "H", "H", "O", "H", "H", "O", "H", "H", "O", "H", "H", "O", "H", "H", "O", "H", "H", "O", "H", "H", "O", "H", "H", "O", "H", "H", "O", "H", "H", "O", "H", "H", "O", "H", "H", "O", "H", "H", "O", "H", "H"], "coordinates": [[-14.42, -11.16, -13.13], [-14.58, -10.95, -12.23], [-13.54, -10.78, -13.31], [-13.96, -14.36, -8.41], [-13.42, -15.14, -8.53], [-13.34, -13.65, -8.23], [-16.98, -9.56, -12.04], [-16.92, -10.30, -11.48], [-17.68, -8.98, -11.70], [-18.15, -11.67, -7.14], [-17.91, -11.12, -7.91], [-19.03, -11.79, -7.41], [-16.26, -8.74, -7.08], [-16.83, -8.29, -7.76], [-16.03, -9.59, -7.45], [-17.97, -10.37, -9.46], [-17.76, -9.42, -9.40], [-18.92, -10.47, -9.64], [-14.30, -9.46, -10.43], [-14.84, -8.79, -10.86], [-14.06, -9.06, -9.56], [-15.38, -12.80, -10.53], [-16.27, -12.73, -10.85], [-15.27, -12.91, -9.60], [-12.06, -10.93, -11.10], [-12.10, -10.96, -12.03], [-12.76, -10.36, -10.83], [-12.98, -10.41, -5.74], [-13.74, -9.91, -5.52], [-13.33, -11.21, -6.15], [-12.22, -12.09, -8.55], [-11.33, -12.00, -8.33], [-12.13, -12.08, -9.54], [-15.15, -11.01, -8.52], [-14.29, -11.41, -8.36], [-15.07, -10.64, -9.43], [-13.68, -12.93, -6.09], [-14.07, -13.68, -6.53], [-14.51, -12.44, -5.91], [-15.84, -11.71, -5.40], [-16.53, -11.67, -6.07], [-16.06, -12.33, -4.72], [-11.96, -9.40, -8.27], [-12.07, -10.23, -8.70], [-12.20, -9.41, -7.36]], "mulliken_charge": [-0.634, 0.357, 0.263, -0.637, 0.262, 0.320, -0.580, 0.314, 0.276, -0.684, 0.342, 0.320, -0.631, 0.300, 0.169, -0.744, 0.277, 0.290, -0.657, 0.240, 0.293, -0.624, 0.265, 0.244, -0.596, 0.241, 0.355, -0.714, 0.323, 0.327, -0.704, 0.311, 0.304, 0.568, -0.104, 0.340, -0.785, 0.367, 0.389, -0.652, 0.395, 0.302, -0.672, 0.266, 0.397], "charge": 0, "lumo_ev": -0.739, "de_lowest_kj_mol": 193.2}

{"formula": "C33H48BrN6O2Ru", "method": "ωB97M-V/def2-TZVPD", "elements": ["Ru", "N", "C", "C", "N", "H", "H", "H", "H", "H", "H", "H", "H", "C", "C", "C", "C", "C", "C", "C", "N", "C", "C", "C", "C", "C", "C", "C", "N", "C", "C", "C", "C", "H", "H", "H", "H", "H", "H", "H", "H", "H", "H", "H", "H", "H", "H", "H", "H", "H", "H", "H", "H", "H", "H", "H", "H", "Br", "C", "C", "C", "C", "C", "C", "C", "O", "O", "H", "H", "H", "H", "C", "C", "N", "C", "C", "N", "C", "C", "H", "H", "H", "H", "H", "H", "H", "H", "H", "H", "H", "H"], "coordinates": [[-1.20, -0.83, -1.10], [-2.53, -2.59, 0.07], [-3.91, -2.10, 0.23], [-4.43, -1.69, -1.15], [-3.62, -0.57, -1.63], [-2.57, -3.48, -0.42], [-2.13, -2.77, 0.99], [-3.88, -1.23, 0.89], [-4.57, -2.85, 0.66], [-5.49, -1.44, -1.08], [-4.32, -2.52, -1.85], [-3.91, 0.29, -1.17], [-3.72, -0.43, -2.64], [-3.37, 4.15, 3.86], [-2.09, 3.32, 3.97], [-0.89, 4.27, 4.13], [-2.19, 2.40, 5.19], [-1.84, 2.50, 2.73], [-2.50, 2.70, 1.52], [-2.20, 1.89, 0.43], [-1.31, 0.92, 0.48], [-0.61, 0.75, 1.60], [-0.86, 1.51, 2.74], [0.43, -0.29, 1.61], [1.58, -0.12, 2.38], [2.55, -1.11, 2.45], [2.27, -2.28, 1.75], [1.12, -2.37, 0.99], [0.22, -1.39, 0.88], [3.84, -0.93, 3.22], [4.87, -0.45, 2.18], [4.29, -2.25, 3.85], [3.71, 0.13, 4.32], [-3.51, 4.71, 4.78], [-4.24, 3.51, 3.72], [-3.32, 4.88, 3.05], [-1.01, 4.85, 5.04], [-0.82, 4.96, 3.29], [0.05, 3.72, 4.20], [-2.52, 2.96, 6.05], [-1.22, 1.96, 5.44], [-2.90, 1.59, 5.01], [-3.25, 3.46, 1.41], [-2.69, 2.05, -0.52], [-0.29, 1.31, 3.63], [1.72, 0.82, 2.90], [2.93, -3.13, 1.78], [0.90, -3.30, 0.48], [5.07, -1.21, 1.43], [5.81, -0.22, 2.69], [4.53, 0.46, 1.69], [4.57, -2.99, 3.10], [3.51, -2.67, 4.47], [5.17, -2.08, 4.46], [3.61, 1.13, 3.90], [4.61, 0.12, 4.92], [2.86, -0.08, 4.97], [2.43, 1.53, -4.15], [0.90, 2.61, -4.44], [0.98, 3.67, -5.33], [-0.14, 4.45, -5.55], [-1.33, 4.18, -4.88], [-1.41, 3.11, -4.01], [-0.29, 2.30, -3.78], [-0.46, 1.12, -2.88], [-1.48, 0.41, -3.07], [0.36, 0.86, -1.97], [1.90, 3.88, -5.84], [-0.08, 5.27, -6.24], [-2.19, 4.81, -5.04], [-2.33, 2.88, -3.49], [-0.07, -3.41, -2.25], [1.00, -4.46, -2.71], [1.90, -3.80, -3.60], [2.70, -2.82, -2.90], [1.71, -1.78, -2.27], [0.36, -2.09, -2.70], [0.29, -2.05, -4.14], [1.21, -3.20, -4.70], [-0.16, -3.40, -1.16], [-1.04, -3.64, -2.69], [0.52, -5.29, -3.22], [1.56, -4.86, -1.86], [3.38, -2.34, -3.61], [3.30, -3.31, -2.14], [1.96, -0.77, -2.60], [1.77, -1.81, -1.18], [0.65, -1.08, -4.50], [-0.74, -2.19, -4.47], [1.94, -2.80, -5.40], [0.62, -3.97, -5.21]], "mulliken_spin": [0.935, -0.019, 0.010, -0.012, 0.120, 0.001, 0.003, 0.001, -0.001, 0.005, 0.001, -0.009, -0.001, 0.001, -0.001, -0.001, -0.001, 0.004, -0.007, -0.003, 0.033, -0.006, 0.001, 0.017, -0.011, 0.004, -0.005, 0.010, -0.025, 0.000, 0.000, -0.001, 0.000, 0.000, 0.000, 0.000, 0.000, 0.000, 0.000, 0.000, 0.000, 0.000, 0.000, -0.001, -0.001, 0.000, 0.000, -0.003, 0.000, 0.000, 0.000, 0.000, 0.000, 0.000, 0.000, 0.000, 0.000, 0.000, -0.001, 0.000, 0.001, -0.002, 0.001, 0.006, -0.021, 0.095, -0.018, 0.000, 0.000, 0.000, 0.000, -0.009, -0.007, -0.004, -0.013, 0.004, -0.058, 0.021, -0.010, 0.001, -0.002, 0.000, 0.001, 0.000, 0.000, -0.015, -0.003, -0.001, -0.003, 0.000, 0.001], "s2": 0.915, "charge": 2, "multiplicity": 2, "lumo_ev": [-7.626, -7.025], "de_lowest_kj_mol": 128.6}